Entry 1:
{
  "formula": "C15H31NO2P2Pb",
  "method": "ωB97M-V/def2-TZVPD",
  "symbols": ["P", "P", "C", "C", "H", "H", "H", "H", "C", "H", "H", "H", "C", "H", "H", "H", "C", "H", "H", "H", "C", "H", "H", "H", "Pb", "C", "C", "C", "C", "C", "C", "C", "C", "C", "H", "H", "H", "H", "H", "H", "H", "H", "H", "H", "H", "H", "H", "H", "H", "O", "N", "O"],
  "positions_angstrom": [[1.608707, 0.539738, 1.822076], [-3.208221, -0.576336, 1.316076], [-0.120337, 0.356817, 0.904068], [-1.540074, 0.424105, 1.565929], [-0.176946, -0.477301, 0.155972], [-0.044254, 1.283601, 0.280348], [-1.386195, 0.144862, 2.624081], [-1.981226, 1.442934, 1.392505], [-2.703801, -2.121606, 0.495043], [-2.946322, -2.890483, 1.249630], [-1.623844, -2.126444, 0.322118], [-3.251655, -2.409158, -0.421224], [-4.293421, 0.009637, -0.143751], [-3.912937, -0.247664, -1.162769], [-4.453766, 1.100550, -0.056969], [-5.261585, -0.523073, -0.044847], [3.240723, 0.427614, 0.871447], [4.053384, 0.386290, 1.624391], [3.461181, 1.318478, 0.239178], [3.434749, -0.457465, 0.198777], [1.466670, 2.266658, 2.226250], [0.643122, 2.787240, 1.702843], [2.443315, 2.750547, 2.063171], [1.270616, 2.267312, 3.308108], [1.608524, -1.804069, 0.449696], [-1.249327, 0.503988, -1.610312], [-0.692896, -0.671208, -2.010114], [0.382107, -0.775009, -3.075697], [1.278011, 0.472843, -3.188557], [1.687216, 0.823518, -1.800947], [1.311738, 1.967515, -1.195091], [0.025657, 2.731893, -1.485924], [-1.050454, 1.883296, -2.218539], [1.619484, -1.455238, 3.142111], [-2.079839, 0.486635, -0.868621], [-1.179570, -1.648364, -1.764823], [-0.069055, -0.931289, -4.078497], [1.005413, -1.670016, -2.837635], [2.139807, 0.259630, -3.855879], [0.678722, 1.258954, -3.666251], [2.497937, 0.222102, -1.402306], [1.938903, 2.591331, -0.528097], [0.105121, 3.693487, -2.053258], [-0.406655, 3.007047, -0.498478], [-2.014986, 2.435292, -2.194081], [-0.799634, 1.825574, -3.296809], [0.669394, -1.771847, 3.637128], [2.108099, -0.555702, 3.642293], [2.280975, -2.311503, 3.405380], [0.861596, -6.342332, 2.798163], [0.960451, -5.164794, 2.490410], [1.665378, -4.738587, 1.532288]],
  "forces_ev_per_angstrom": [[-1.43, 2.30, 1.51], [-0.13, 0.28, -0.93], [0.07, 0.42, -1.75], [-0.11, -0.01, 0.80], [0.01, 1.02, 0.53], [-0.11, -1.50, 0.35], [-0.44, 0.77, -0.16], [0.78, -0.54, 0.88], [-0.07, -1.26, 0.70], [0.47, -0.09, -0.49], [-0.15, -0.25, -0.05], [0.33, 0.48, 0.37], [0.56, 0.40, -0.08], [-0.13, 0.30, 0.84], [-0.18, -0.48, -0.20], [0.52, 0.37, 0.27], [0.52, 0.17, -0.83], [-0.71, -0.21, -0.04], [-0.36, -0.58, 0.35], [0.19, 0.79, 0.44], [-0.04, 1.78, -0.51], [0.47, 0.24, 0.23], [-0.40, 0.22, 0.04], [-0.02, 0.25, -0.35], [-0.16, -3.30, 1.60], [-1.12, -1.14, -0.94], [-1.26, 0.83, -1.03], [0.04, -0.60, -0.67], [-1.12, -1.08, -0.09], [1.07, 2.08, -0.15], [0.38, 1.21, -0.84], [-0.65, 0.04, -0.58], [0.07, 0.26, -0.26], [1.64, -1.81, 1.66], [0.95, -0.20, -0.72], [0.60, 1.00, 0.32], [0.05, -0.34, 0.53], [-0.34, 0.51, -0.33], [-0.32, 0.14, 0.64], [0.89, -0.28, 0.19], [0.21, 0.41, -0.27], [-0.31, -1.29, 0.36], [0.44, -0.66, 0.52], [0.32, 0.08, -0.42], [0.49, -0.39, 0.22], [-0.45, -0.01, 0.81], [0.29, 0.65, -0.83], [-1.08, -2.07, -0.42], [-0.31, -0.08, -0.60], [1.21, 0.00, -1.46], [-2.01, 1.85, 2.08], [0.81, -0.67, -1.23]],
  "nbo_charge": [0.7379, 0.8182, -0.7697, -0.7363, 0.2118, 0.2903, 0.2488, 0.2323, -0.9611, 0.2561, 0.2065, 0.2401, -0.9387, 0.2192, 0.2256, 0.2480, -0.9474, 0.2696, 0.2540, 0.1876, -0.9994, 0.2138, 0.2342, 0.2443, 1.2116, -0.1639, -0.2502, -0.4451, -0.4463, -0.2164, -0.1838, -0.4543, -0.4568, -0.9700, 0.2241, 0.2275, 0.2262, 0.2126, 0.2332, 0.2098, 0.1913, 0.2128, 0.2395, 0.2081, 0.2267, 0.2084, 0.2321, 0.2041, 0.2095, -0.4729, 0.2356, -0.6392],
  "e_tot_ev": -45454.27319,
  "e_homo_ev": -6.002,
  "de_lowest_kj_mol": 336.1
}

Entry 2:
{
  "formula": "C3H10O3P2",
  "method": "ωB97M-V/def2-TZVPD",
  "symbols": ["C", "C", "C", "O", "O", "O", "P", "P", "H", "H", "H", "H", "H", "H", "H", "H", "H", "H"],
  "positions_angstrom": [[-2.706645, 0.298789, 1.447839], [1.598021, -1.173845, 0.760179], [1.694583, 0.454463, -1.927947], [-2.382830, 0.944643, -1.340654], [-0.291453, 0.650220, 0.151514], [2.450626, 1.360535, 0.684933], [-1.811633, 0.086471, -0.231335], [1.509116, 0.440302, -0.021000], [-2.151887, -0.464055, 2.089821], [-2.810005, 1.276930, 1.732234], [-3.766244, 0.008897, 1.331437], [1.230090, -0.958087, 1.728777], [1.223908, -2.037800, 0.288226], [2.609074, -1.343762, 0.742859], [1.046636, -0.064956, -2.650479], [1.590332, 1.579418, -2.101935], [2.753245, 0.205212, -2.142104], [-1.784927, -1.263367, -0.542359]],
  "forces_ev_per_angstrom": [[0.84, -4.41, -2.15], [-0.59, 1.35, -1.03], [0.62, 1.88, 1.14], [0.68, -1.91, 1.57], [1.35, -0.88, -0.14], [-1.76, -0.64, -1.07], [-0.23, 4.76, -0.10], [-2.37, -0.39, -1.29], [-0.92, 1.48, -0.18], [0.83, 2.49, 0.94], [0.51, -0.51, -0.19], [-0.29, -0.29, 1.12], [-1.32, -0.68, -0.63], [2.77, -0.40, 0.67], [-0.12, -0.04, 0.96], [0.14, -1.42, 0.01], [-0.52, 0.11, 0.20], [0.37, -0.49, 0.19]],
  "nbo_charge": [-0.9424, -1.0061, -0.9869, -1.0694, -1.1367, -1.0251, 1.9215, 2.1138, 0.2305, 0.2503, 0.2423, 0.2576, 0.2445, 0.2435, 0.2600, 0.2649, 0.2452, -0.1074],
  "e_tot_ev": -27994.81990,
  "e_homo_ev": -10.167,
  "de_lowest_kj_mol": 209.4,
  "smiles": "C[P@@H](=O)OP(C)(C)=O"
}

Question: What is the formula in the first record?
Answer: C15H31NO2P2Pb

What did the second record say?
{
  "formula": "C3H10O3P2",
  "method": "ωB97M-V/def2-TZVPD",
  "symbols": ["C", "C", "C", "O", "O", "O", "P", "P", "H", "H", "H", "H", "H", "H", "H", "H", "H", "H"],
  "positions_angstrom": [[-2.706645, 0.298789, 1.447839], [1.598021, -1.173845, 0.760179], [1.694583, 0.454463, -1.927947], [-2.382830, 0.944643, -1.340654], [-0.291453, 0.650220, 0.151514], [2.450626, 1.360535, 0.684933], [-1.811633, 0.086471, -0.231335], [1.509116, 0.440302, -0.021000], [-2.151887, -0.464055, 2.089821], [-2.810005, 1.276930, 1.732234], [-3.766244, 0.008897, 1.331437], [1.230090, -0.958087, 1.728777], [1.223908, -2.037800, 0.288226], [2.609074, -1.343762, 0.742859], [1.046636, -0.064956, -2.650479], [1.590332, 1.579418, -2.101935], [2.753245, 0.205212, -2.142104], [-1.784927, -1.263367, -0.542359]],
  "forces_ev_per_angstrom": [[0.84, -4.41, -2.15], [-0.59, 1.35, -1.03], [0.62, 1.88, 1.14], [0.68, -1.91, 1.57], [1.35, -0.88, -0.14], [-1.76, -0.64, -1.07], [-0.23, 4.76, -0.10], [-2.37, -0.39, -1.29], [-0.92, 1.48, -0.18], [0.83, 2.49, 0.94], [0.51, -0.51, -0.19], [-0.29, -0.29, 1.12], [-1.32, -0.68, -0.63], [2.77, -0.40, 0.67], [-0.12, -0.04, 0.96], [0.14, -1.42, 0.01], [-0.52, 0.11, 0.20], [0.37, -0.49, 0.19]],
  "nbo_charge": [-0.9424, -1.0061, -0.9869, -1.0694, -1.1367, -1.0251, 1.9215, 2.1138, 0.2305, 0.2503, 0.2423, 0.2576, 0.2445, 0.2435, 0.2600, 0.2649, 0.2452, -0.1074],
  "e_tot_ev": -27994.81990,
  "e_homo_ev": -10.167,
  "de_lowest_kj_mol": 209.4,
  "smiles": "C[P@@H](=O)OP(C)(C)=O"
}